[1]
This record from the OMol25 dataset describes an isolated molecule of C21H26N2O4. The level of theory is the ωB97M-V functional and the def2-TZVPD basis.

```
! wB97M-V def2-TZVPD RIJCOSX def2/J DEFGRID3
* xyz 0 1
C 4.60 1.44 0.91
C 5.34 0.10 0.86
O 4.50 -1.02 1.02
C 3.66 -1.30 -0.07
C 2.94 -2.62 0.21
C 2.11 -3.11 -0.98
N 1.10 -2.15 -1.38
C -0.10 -2.09 -0.78
O -0.52 -2.92 0.00
C -0.91 -0.85 -1.16
N -2.18 -0.95 -0.49
C -3.20 -0.12 -0.74
O -3.07 0.79 -1.57
C -4.46 -0.32 0.00
C -4.68 -1.41 0.84
C -5.87 -1.56 1.54
C -6.86 -0.60 1.41
C -6.68 0.48 0.58
C -5.49 0.64 -0.14
O -5.37 1.70 -0.93
C -0.15 0.39 -0.75
C 0.40 1.24 -1.70
C 1.10 2.37 -1.31
C 1.26 2.67 0.04
C 1.97 3.92 0.46
C 0.73 1.81 0.98
C 0.03 0.68 0.59
H 3.99 1.48 1.81
H 3.96 1.57 0.05
H 5.33 2.25 0.94
H 6.05 0.03 1.69
H 5.89 0.02 -0.09
H 4.26 -1.39 -1.00
H 2.93 -0.49 -0.21
H 3.68 -3.37 0.47
H 2.29 -2.48 1.07
H 1.59 -4.03 -0.70
H 2.76 -3.30 -1.84
H 1.40 -1.36 -1.92
H -1.08 -0.83 -2.25
H -2.24 -1.73 0.16
H -3.93 -2.18 0.96
H -6.02 -2.41 2.18
H -7.79 -0.71 1.95
H -7.44 1.24 0.45
H -4.49 1.64 -1.38
H 0.26 1.03 -2.75
H 1.51 3.03 -2.06
H 2.73 4.20 -0.27
H 2.44 3.80 1.43
H 1.26 4.74 0.53
H 0.85 2.02 2.03
H -0.39 0.02 1.34
*
```

DFT total energy (Eh): -1226.35610
LUMO level (eV): 0.7
Energy relative to the best compared isomer or geometry (same formula, charge and spin) (kcal/mol): 22.4
Structure (SMILES): CCOCCCNC(=O)[C@@H](NC(=O)c1ccccc1O)c1ccc(C)cc1
Strongest force on any atom (eV/Å): 0.63

These are the Mulliken partial charges, in e, on atoms 1 to 5: -0.9169, -0.3621, -0.3653, 0.1167, -0.4805

---

[2]
This record from the OMol25 dataset describes a structure of composition C5H6O2. The level of theory is the ωB97M-V functional and the def2-TZVPD basis.

```
! wB97M-V def2-TZVPD RIJCOSX def2/J DEFGRID3
* xyz 0 1
C 0.57 1.23 1.58
C 0.35 -0.16 1.03
O -1.09 -0.23 0.59
C -1.12 -0.59 -0.71
O -2.07 -0.76 -1.40
C 0.34 -0.70 -0.90
C 1.31 -0.50 -0.15
H -0.18 1.43 2.35
H 1.57 1.31 2.01
H 0.46 1.98 0.79
H 0.45 -0.94 1.78
H -0.57 -1.14 -3.28
H 0.00 -0.93 -3.71
*
```

DFT total energy (Eh): -344.40159
LUMO level (alpha / beta) (eV): -1.1 / -1.1
Energy relative to the best compared isomer or geometry (same formula, charge and spin) (kcal/mol): 125.7
Strongest force on any atom (eV/Å): 0.68

These are the Mulliken partial charges, in e, on atoms 1 to 5: -1.1824, 0.5649, -0.3581, 0.7365, -0.4898

---

[3]
This record from the OMol25 dataset describes a cluster of 2 separate species, C20H26ClFN3O6 in total in a non-equilibrium geometry. The level of theory is the ωB97M-V functional and the def2-TZVPD basis.

```
! wB97M-V def2-TZVPD RIJCOSX def2/J DEFGRID3
* xyz 1 1
Cl 1.22 4.37 -5.24
C 1.21 2.57 -5.16
N 0.77 2.09 -3.82
C 1.71 2.54 -2.66
C 1.23 1.92 -1.38
N 0.02 1.14 -1.67
F -1.26 -1.46 2.40
C 0.33 0.00 -2.55
C 0.82 0.57 -3.87
C -1.09 1.96 -2.14
C -0.70 2.51 -3.50
H 0.52 2.18 -5.91
H 2.24 2.22 -5.32
H 2.71 2.19 -2.95
H 1.68 3.62 -2.65
H 1.98 1.20 -1.01
H 0.98 2.69 -0.64
H 1.15 -0.57 -2.08
H -0.57 -0.61 -2.70
H 0.19 0.27 -4.72
H 1.87 0.29 -4.06
H -1.97 1.33 -2.27
H -1.27 2.77 -1.42
H -0.72 3.60 -3.55
H -1.31 2.07 -4.30
C -2.09 1.31 2.27
C -2.39 0.89 3.70
C -3.32 1.95 4.39
O -3.01 -0.46 3.84
C -2.31 -1.64 4.31
O -2.95 -2.61 4.64
C -0.85 -1.57 3.71
C 0.36 -2.65 3.54
C 0.92 -2.91 2.15
C 2.17 -2.44 1.74
C 2.65 -2.69 0.46
C 1.88 -3.42 -0.45
N 2.22 -3.42 -1.83
O 1.51 -4.11 -2.61
O 3.18 -2.72 -2.24
C 0.64 -3.95 -0.03
C 0.16 -3.67 1.23
C -0.32 -0.23 4.32
O 0.85 -0.08 4.64
O -1.16 0.84 4.45
H -1.38 0.58 1.88
H -3.00 1.33 1.66
H -1.61 2.31 2.22
H -3.56 1.77 5.45
H -2.93 2.97 4.37
H -4.28 2.06 3.90
H 1.20 -2.27 4.14
H -0.09 -3.59 3.89
H 2.81 -1.95 2.48
H 3.65 -2.39 0.14
H 0.11 -4.59 -0.73
H -0.79 -4.10 1.56
*
```

DFT total energy (Eh): -1953.06769
LUMO level (eV): -3.3
Energy relative to the best compared isomer or geometry (same formula, charge and spin) (kcal/mol): 0.0
Strongest force on any atom (eV/Å): 3.30

These are the Mulliken partial charges, in e, on atoms 1 to 5: -0.1012, -0.4072, -0.2040, -0.4123, -0.6954